16
Properties=species:S:1:pos:R:3:forces:R:3 method="wB97M-V/def2-TZVPD" e_lumo_ev="-0.04 / -1.86" relative_energy_kcal_mol=94.10 total_charge=0 gap_ev="8.723 / 5.720" energy_ha=-972.47428
C 0.28454 -1.14256 0.40325 -0.933 -1.167 0.790
C -0.55336 0.02450 -0.06481 2.994 -1.841 0.456
C -0.53509 0.11507 -1.53219 -2.793 -2.477 1.340
C -1.42556 0.77980 0.78046 -4.254 2.465 0.255
O 1.59691 -1.12422 -0.18277 -0.321 -1.688 -0.086
P 2.88299 -0.29678 0.30783 -0.170 0.993 -1.836
S 2.24223 1.58594 -0.12083 0.142 0.464 -0.110
H 0.29728 -1.29212 1.53729 0.269 0.484 -1.356
H -0.14236 -2.13322 -0.01869 0.396 1.489 0.599
H -1.07528 -0.79574 -1.94132 0.783 0.839 0.110
H 0.36949 0.27698 -1.96218 2.916 -0.139 -1.079
H -1.09056 0.93166 -1.75267 -2.013 2.567 -1.201
H -2.54250 0.34428 0.85250 2.104 0.330 -0.166
H -1.69219 1.77615 0.26512 0.539 -1.283 0.599
H -1.22237 1.09517 1.82503 0.629 -0.822 -0.620
H 2.60584 -0.14489 1.60399 -0.289 -0.213 2.305